DFT (ωB97M-V/def2-TZVPD) results for C24H22BaNO6 as an isolated structure.

Computed properties:
frontier orbital gap	5.4	eV
ΔE to the lowest compared entry with this formula, charge and spin	0.0	kcal per mole

```
! wB97M-V def2-TZVPD RIJCOSX def2/J DEFGRID3
* xyz -1 1
Ba -0.41 -1.02 0.02
O -0.47 3.86 -0.92
C -0.26 2.60 -0.52
O -1.09 1.73 -0.71
C 1.02 2.41 0.20
C 1.93 3.43 0.38
C 3.09 3.15 1.09
C 3.29 1.87 1.57
C 2.33 0.89 1.32
N 1.22 1.18 0.67
C 2.55 -0.56 1.81
O 3.60 -0.77 2.42
O 1.63 -1.38 1.51
H -1.30 3.87 -1.41
H 1.75 4.41 -0.03
H 3.83 3.92 1.26
H 4.18 1.58 2.12
C 0.72 -0.59 -2.89
C 1.52 0.57 -2.86
C 2.85 0.58 -2.36
C 3.61 1.73 -2.29
C 3.11 2.96 -2.71
C 1.81 2.99 -3.20
C 1.03 1.85 -3.27
H 1.20 -1.56 -2.80
H -0.21 -0.57 -3.45
H 3.28 -0.36 -2.02
H 4.62 1.66 -1.89
H 3.71 3.86 -2.66
H 1.38 3.93 -3.54
H 0.02 1.91 -3.66
C -8.07 -3.27 3.75
C -6.78 -2.85 3.10
C -5.57 -3.38 3.52
C -4.37 -3.02 2.92
C -3.06 -3.60 3.37
C -4.40 -2.11 1.86
C -5.60 -1.56 1.42
C -5.61 -0.58 0.28
C -6.78 -1.94 2.05
C -3.11 -1.71 1.18
O -2.63 -2.50 0.32
O -2.58 -0.62 1.50
H -7.89 -3.79 4.69
H -8.64 -3.95 3.10
H -8.71 -2.41 3.95
H -5.55 -4.09 4.35
H -3.20 -4.32 4.18
H -2.39 -2.81 3.73
H -2.55 -4.09 2.54
H -4.88 0.21 0.45
H -6.59 -0.14 0.15
H -5.33 -1.08 -0.65
H -7.72 -1.52 1.71
*
```

DFT (ωB97M-V/def2-TZVPD) results for one molecule with the formula C2H5ClFN3.

Computed properties:
SMILES string	[H]/N=C(/NN)[C@H](F)Cl
frontier orbital gap	9.9	eV
ΔE to the lowest compared entry with this formula, charge and spin	10.7	kcal per mole

```
! wB97M-V def2-TZVPD RIJCOSX def2/J DEFGRID3
* xyz 0 1
C 0.21 -0.28 0.01
C 1.48 0.57 0.26
H -2.56 -0.39 0.61
H -2.20 -0.57 -1.01
H -0.76 1.50 0.15
H 0.99 -2.01 -0.15
H 1.43 0.96 1.30
N -2.10 0.00 -0.22
N -0.93 0.52 0.04
N 0.09 -1.52 -0.33
F 1.39 1.61 -0.54
Cl 2.96 -0.39 -0.13
*
```

DFT (ωB97M-V/def2-TZVPD) results for a 2-piece molecular cluster, C6H12Cl2N2O3P overall.

Computed properties:
frontier orbital gap	7.9	eV
ΔE to the lowest compared entry with this formula, charge and spin	25.8	kcal per mole

```
! wB97M-V def2-TZVPD RIJCOSX def2/J DEFGRID3
* xyz -1 1
C 2.07 -1.41 -0.94
C 2.88 -2.37 0.00
C -0.66 2.09 0.49
C -1.96 0.07 -0.35
C 0.73 1.90 -0.06
C -3.45 0.32 -0.18
N 2.47 -1.50 -2.17
N -1.23 0.76 0.81
O -1.12 -1.44 1.96
O 0.99 -0.90 -0.39
O 0.67 0.32 2.56
P -0.32 -0.26 1.70
Cl 1.47 3.55 -0.49
Cl -4.33 -0.23 -1.62
H 3.59 -1.59 0.42
H 2.21 -2.72 0.90
H 3.45 -3.26 -0.38
H -1.22 2.55 -0.28
H -0.58 2.64 1.36
H -1.69 0.53 -1.31
H -1.80 -1.03 0.00
H 0.85 1.50 -1.04
H 1.48 1.43 0.51
H -3.68 1.40 0.00
H -4.00 -0.18 0.74
H 3.21 -2.18 -2.23
*
```

Calculated molar mass, 557.77 125.53 262.05 g mol⁻¹ (same order as the records).